121
Properties=species:S:1:pos:R:3 method="wB97M-V/def2-TZVPD" de_lowest_kj_mol=550.0 homo_ha=-0.3862 fmax_ev_per_a=4.888
C -3.3586 9.8373 0.1650
C -4.1166 9.0942 -0.9608
C -3.2902 8.2548 -1.9126
O -4.2043 7.1948 -2.0680
C -4.9010 7.0325 -0.9772
O -5.5035 5.9869 -0.7342
O -4.7778 8.0945 -0.2456
H -2.6790 10.4895 -0.3835
H -2.6843 9.1211 0.6346
H -3.9805 10.2832 0.9412
H -4.8841 9.7123 -1.4267
H -2.3236 8.0343 -1.4595
H -3.2936 8.8556 -2.8221
C -4.8413 -6.2108 -3.0715
O -4.3836 -7.0028 -4.1867
C -5.1784 -7.6168 -5.1767
O -6.4138 -7.6121 -5.1844
O -4.3865 -8.2164 -6.0050
C -2.9894 -8.5118 -5.8770
H -5.7700 -6.6043 -2.6583
H -5.0821 -5.1953 -3.3860
H -4.0584 -6.1183 -2.3188
H -2.6589 -8.8544 -4.8965
H -2.4138 -7.6250 -6.1424
H -2.8143 -9.2243 -6.6831
C -0.7107 0.6455 0.2959
O 0.5885 0.1582 0.3919
C 0.7863 -1.0878 0.7493
O -0.1440 -1.9079 0.9473
O 2.0628 -1.2810 1.0042
C 2.5955 -2.5249 1.4489
H -1.2728 0.1090 -0.4685
H -0.7715 1.7271 0.1755
H -1.1886 0.4309 1.2517
H 1.8328 -3.2709 1.6720
H 3.0302 -2.2995 2.4228
H 3.3245 -3.0231 0.8099
C -6.1196 -0.0446 4.8404
O -5.9996 1.4437 4.8422
C -7.0304 2.2307 5.1492
O -8.1658 1.8865 5.4192
O -6.5256 3.4532 5.1792
C -7.2577 4.4666 5.7627
H -6.2370 -0.2697 5.9004
H -5.2237 -0.5277 4.4503
H -6.9450 -0.3642 4.2042
H -7.9179 5.0027 5.0809
H -6.4789 5.0880 6.2048
H -7.9026 4.1058 6.5640
C 2.0204 -5.1153 -4.0544
O 0.8172 -4.7185 -4.6716
C 0.6864 -3.4456 -4.9878
O 1.4456 -2.5217 -4.7274
O -0.4766 -3.3277 -5.6757
C -0.9211 -2.0714 -6.1297
H 2.2144 -6.1784 -4.1962
H 1.8592 -4.9442 -2.9901
H 2.8887 -4.5362 -4.3690
H -1.4129 -1.4580 -5.3747
H -1.6145 -2.2580 -6.9497
H -0.1174 -1.4447 -6.5160
C 7.6624 0.6814 5.2574
O 7.6509 -0.7256 5.6360
C 8.7590 -1.5248 5.6311
O 9.9136 -1.2402 5.2944
O 8.3852 -2.6634 6.2622
C 9.3325 -3.5868 6.7661
H 8.3946 1.1855 5.8881
H 6.7744 1.2567 5.5192
H 7.9065 0.8757 4.2130
H 10.1499 -3.1370 7.3297
H 9.8335 -4.1996 6.0167
H 8.8620 -4.1841 7.5470
C 3.2781 8.3971 1.9615
O 2.8373 7.4890 2.9913
C 1.6615 6.9320 2.8700
O 1.1339 6.5918 1.8028
O 1.0911 6.8178 4.1022
C -0.2218 6.4441 4.1983
H 3.4948 7.9467 0.9928
H 4.2536 8.7698 2.2738
H 2.6287 9.2647 1.8450
H -0.9928 7.1233 3.8346
H -0.4383 6.1771 5.2327
H -0.2894 5.4493 3.7579
C 0.4060 5.0785 -5.6600
O 0.2556 6.0797 -6.6527
C -0.3089 5.7666 -7.8171
O -0.5194 4.6222 -8.2492
O -0.4793 6.8497 -8.5236
C -0.9863 6.7530 -9.8141
H -0.4944 4.9058 -5.0704
H 1.0172 5.5376 -4.8830
H 0.7961 4.1128 -5.9815
H -1.2603 7.7448 -10.1737
H -1.6685 5.9053 -9.8784
H -0.2340 6.4431 -10.5394
C -4.9599 -11.7426 6.4762
O -4.4679 -11.0345 5.3484
C -3.4289 -10.1668 5.2636
O -2.6496 -9.9548 6.2061
O -3.4238 -9.5668 4.0438
C -2.4021 -8.5864 3.8882
H -5.8726 -12.2578 6.1769
H -5.3859 -10.9980 7.1488
H -4.1483 -12.2984 6.9456
H -2.6169 -7.8322 3.1311
H -1.4897 -9.0903 3.5692
H -2.2852 -7.9901 4.7931
C 6.3348 0.5029 -2.4442
O 7.5142 0.4364 -1.6334
C 8.1498 -0.6986 -1.4020
O 9.2590 -0.7171 -0.8585
O 7.5627 -1.7627 -1.8712
C 8.1504 -3.0207 -1.8818
H 5.7996 1.4361 -2.2687
H 5.6430 -0.3067 -2.2119
H 6.5642 0.4480 -3.5084
H 8.9883 -3.0154 -2.5790
H 7.4080 -3.7250 -2.2573
H 8.4409 -3.3232 -0.8757